# C4H7OP

C4H7OP in the gas phase (ωB97M-V/def2-TZVPD, the OMol25 dataset).

Results
Structure (SMILES)   C1OCP2C[C@H]12
E_HOMO   -0.3299 Ha
Energy relative to the best compared isomer or geometry (same formula, charge and spin)   54.8 kcal/mol
LUMO   0.9 eV

Geometry as XYZ:
```
13
C4H7OP ωB97M-V/def2-TZVPD
C -0.7254 -0.9647 0.1623
O -1.1231 -0.3271 1.3194
C -0.5671 1.0213 1.1392
P 1.2799 0.9129 0.7087
C 0.9446 0.2866 -1.2843
C 0.8487 -0.7063 -0.1712
H -1.3834 -0.5662 -0.7073
H -0.8554 -2.1145 0.1619
H -1.2347 1.4486 0.3330
H -0.7178 1.5703 2.0547
H 1.9508 0.2431 -1.7403
H 0.0740 0.6376 -1.9597
H 1.5088 -1.4416 -0.0163
```